Entry 1:
10
Properties=species:S:1:pos:R:3:forces:R:3 method="wB97M-V/def2-TZVPD" e_tot_ha=-1357.24392 charge=+1 e_homo_ev="-12.18 / -15.80" s_squared=2.0059 relative_energy_kj_mol=0.0 multiplicity=3 orbital_gap_ev="8.75 / 8.16" lumo_energy_ha="-0.126 / -0.281"
C -1.340551 -0.448754 -1.586343 -1.45 0.46 -2.35
N 1.190428 0.832832 1.003330 0.55 0.15 0.38
P -0.425639 -0.517862 -0.158910 2.24 1.30 2.05
Cl 0.821784 -2.032094 -0.146526 -0.06 -0.92 -0.24
Cl -1.544850 -0.515492 1.453404 -0.80 -0.46 0.22
H -0.834319 -0.577426 -2.531548 0.03 -0.50 -0.06
H -2.161505 0.254530 -1.611637 -0.37 -0.27 0.17
H 0.742261 1.557126 1.552285 -0.05 0.13 -0.04
H 1.672768 0.201202 1.641664 -0.07 0.03 -0.08
H 1.879624 1.245937 0.384282 -0.02 0.08 -0.04

---

Entry 2:
38
Properties=species:S:1:pos:R:3:forces:R:3 method="wB97M-V/def2-TZVPD" e_tot_ha=-934.61888 charge=0 e_homo_ev=-9.02 relative_energy_kj_mol=232.8 smiles="Cc1cccc(C)c1OCC(=O)N/N=C/c1ccncc1" orbital_gap_ev=9.05 lumo_energy_ha=0.001
C 1.194941 1.602690 1.862246 0.02 -0.02 -0.04
C 2.023705 1.353966 0.634247 0.00 -0.18 0.10
C 2.243833 2.397535 -0.253348 0.03 -0.10 -0.05
C 3.041033 2.226123 -1.367954 0.02 0.06 -0.03
C 3.679029 1.017624 -1.565660 -0.09 0.02 0.05
C 3.494199 -0.048355 -0.694460 -0.03 -0.14 0.12
C 4.295058 -1.300186 -0.909303 -0.05 -0.03 0.01
C 2.609145 0.109048 0.376802 -0.08 0.26 -0.16
O 2.341364 -0.925291 1.274733 0.29 0.29 -0.01
C 1.761779 -2.097639 0.740304 -0.04 -0.31 -0.13
C 0.342933 -1.898254 0.195048 0.30 0.07 0.03
O -0.054327 -2.463717 -0.798863 -0.15 -0.07 -0.09
N -0.377610 -1.048860 0.974647 0.32 0.07 0.41
N -1.623002 -0.550854 0.835729 -0.52 0.26 0.04
C -2.408500 -0.891139 -0.108636 0.71 -0.49 -0.23
C -3.733865 -0.300515 -0.178083 -0.79 0.44 0.06
C -4.607989 -0.660904 -1.204858 0.26 0.10 0.30
C -5.864643 -0.080234 -1.240971 0.02 -0.13 -0.15
N -6.286563 0.802731 -0.352024 -0.48 0.14 -0.12
C -5.459376 1.146246 0.622914 0.26 0.04 0.23
C -4.182777 0.632531 0.760010 -0.01 -0.17 -0.22
H 0.131182 1.589097 1.622283 -0.09 -0.03 0.07
H 1.426976 2.587137 2.264019 -0.02 0.03 0.06
H 1.408831 0.862370 2.629382 -0.06 0.02 0.10
H 1.780225 3.353696 -0.059782 -0.05 0.10 0.04
H 3.191245 3.039977 -2.060898 0.02 0.08 -0.05
H 4.349260 0.892941 -2.403611 0.08 -0.03 -0.07
H 5.249997 -1.044571 -1.364392 0.03 -0.03 0.00
H 4.489265 -1.804889 0.034769 0.03 -0.10 0.00
H 3.783613 -1.986972 -1.585589 0.02 -0.10 0.02
H 1.714317 -2.803540 1.576840 0.02 0.03 -0.15
H 2.354316 -2.546843 -0.059731 -0.13 0.08 0.09
H 0.108182 -0.647320 1.769772 -0.14 -0.13 -0.32
H -2.151747 -1.607298 -0.885347 0.16 -0.01 0.11
H -4.308352 -1.377981 -1.954151 0.02 -0.07 -0.09
H -6.572835 -0.332315 -2.019680 0.02 -0.08 -0.10
H -5.847843 1.871322 1.326427 0.06 0.05 0.11
H -3.535007 0.932635 1.567177 0.03 0.06 0.10

---

Entry 3:
18
Properties=species:S:1:pos:R:3:forces:R:3 method="wB97M-V/def2-TZVPD" e_tot_ha=-326.75090 charge=+1 e_homo_ev="-14.71 / -14.81" s_squared=0.7577 relative_energy_kj_mol=192.2 multiplicity=2 orbital_gap_ev="9.83 / 7.25" lumo_energy_ha="-0.179 / -0.278"
C 0.275284 -2.107724 -0.942133 -0.64 -0.98 1.22
C -0.799050 -1.107025 -0.464366 0.41 0.69 -1.02
C -0.354576 0.265394 -0.164341 0.42 -0.19 0.65
C 0.797271 0.623681 0.560110 -0.21 0.09 -0.79
N 1.710531 -0.291777 0.917641 -0.36 0.57 1.50
C 2.210318 -0.369759 2.095264 0.14 -0.47 -0.84
H 1.113759 -1.702192 -1.481496 0.08 0.33 -0.22
H -0.212881 -2.892223 -1.521100 0.04 0.23 -0.22
H 0.632861 -2.632546 -0.050095 0.36 0.12 -0.27
H -1.282660 -1.468415 0.450681 -0.12 -0.10 0.05
H -1.574628 -0.972431 -1.212773 -0.26 -0.29 0.01
H -0.997366 1.080852 -0.462087 -0.23 0.24 0.03
H 0.959635 1.683743 0.776849 0.28 -0.22 -0.24
H 2.968164 -1.132468 2.284761 0.01 0.40 0.00
H 1.857378 0.288379 2.891039 -0.05 -0.33 0.10
H -3.753940 2.551949 -1.339341 0.37 -0.04 0.07
H -2.565033 3.190933 -2.043211 0.02 -0.03 0.06
O -2.783581 2.556483 -1.350586 -0.26 -0.02 -0.08

---

Entry 4:
23
Properties=species:S:1:pos:R:3:forces:R:3 method="wB97M-V/def2-TZVPD" e_tot_ha=-384.61925 charge=0 e_homo_ev=-8.65 relative_energy_kj_mol=33.2 smiles=Cc1c[nH]cn1.CCC orbital_gap_ev=9.47 lumo_energy_ha=0.030
C -1.314430 3.011305 -2.105155 -0.17 0.75 0.59
C -1.200747 1.566047 -1.787706 0.19 -0.41 -0.91
C -0.141696 0.716331 -1.980463 -0.09 0.62 0.69
N -0.594665 -0.529692 -1.604807 -0.04 -0.69 -0.48
C -1.914013 -0.400496 -1.318784 -0.29 0.87 0.79
N -2.301316 0.851244 -1.384018 0.01 -0.20 0.00
H -1.161962 3.620683 -1.213723 0.10 0.03 0.16
H -2.332350 3.240681 -2.407676 -0.10 -0.13 -0.20
H -0.634699 3.406256 -2.857825 0.12 -0.38 -0.08
H 0.902279 0.961619 -2.077729 0.02 -0.25 -0.45
H -0.194931 -1.407920 -1.907630 0.19 0.21 0.35
H -2.527818 -1.150684 -0.848424 0.10 -0.42 -0.44
C 2.471378 -1.186930 1.598427 -0.19 0.97 -0.24
C 1.062037 -0.684290 1.938535 0.14 -0.16 -0.14
C 0.113712 -1.803712 2.354654 -0.56 0.00 0.14
H 2.939637 -0.454218 0.939790 0.11 -0.01 -0.13
H 2.386859 -2.109180 1.031249 0.31 -0.31 0.20
H 3.141680 -1.233429 2.458060 -0.22 -0.57 0.05
H 1.093330 0.082680 2.713506 0.12 -0.02 0.02
H 0.681028 -0.193639 1.043011 -0.23 0.07 0.03
H -0.424412 -2.257376 1.515450 0.29 0.04 -0.09
H 0.622519 -2.606727 2.881999 0.17 -0.05 0.09
H -0.671420 -1.438551 3.019257 0.03 0.06 0.03